DFT (the ωB97M-V functional and the def2-TZVPD basis) results for a structure of composition C37H40BIN6O5PSSeTm.

Multiplicity = 3
HOMO (spin up / spin down) = -8.2 / -8.2 eV
Gap between HOMO and LUMO (spin up / spin down) = 8.25 / 8.25 eV
Lowest unoccupied orbital energy (spin up / spin down) = 0.01 / 0.01 eV

Structure (XYZ):
```
94
Properties=species:S:1:pos:R:3:forces:R:3
Tm -0.174463 0.541314 0.504092 1.916 -4.950 -1.299
C -0.099805 -1.679406 4.501407 -0.042 -0.033 0.029
C -0.734853 -1.444678 3.281925 0.115 -0.012 0.031
N 0.152195 -1.111906 2.346352 -0.226 0.197 0.212
N 1.355122 -1.104388 2.943487 0.175 -0.185 0.127
C 1.234665 -1.444932 4.234850 -0.103 0.006 0.080
B 2.640566 -0.680631 2.191946 -0.346 0.119 -0.212
N 2.656197 0.852707 1.988889 0.282 -0.092 0.009
C 3.149874 1.781859 2.818726 -0.048 0.038 -0.024
C 2.958443 3.025052 2.252584 -0.031 0.033 -0.040
C 2.314847 2.757044 1.047271 0.278 0.033 0.184
N 2.138923 1.443453 0.889794 -0.203 0.236 -0.196
N 2.620193 -1.340684 0.798753 0.194 -0.101 0.087
C 3.567997 -2.125043 0.267183 -0.014 -0.076 -0.091
C 3.180489 -2.471002 -1.013143 0.014 -0.032 -0.018
C 1.953920 -1.827922 -1.179135 -0.032 -0.034 0.085
N 1.620516 -1.150199 -0.081999 0.023 -0.020 -0.267
H -0.545578 -1.969576 5.436414 0.013 0.018 0.004
H -1.788515 -1.474254 3.050843 -0.006 0.076 -0.016
H 2.091324 -1.489042 4.886301 0.054 -0.022 -0.077
H 3.603070 -1.031558 2.807426 0.056 -0.032 0.089
H 3.598290 1.507832 3.759482 0.034 -0.073 -0.036
H 3.226573 3.985715 2.654278 -0.003 -0.012 0.016
H 1.981841 3.458716 0.300211 -0.123 -0.053 0.000
H 4.449835 -2.384653 0.828031 -0.019 0.032 0.036
H 3.712231 -3.077940 -1.724764 0.003 -0.012 0.018
H 1.310975 -1.812439 -2.045785 -0.010 0.062 0.003
I 1.400747 1.545019 -1.986035 0.627 0.443 -1.453
C 0.805006 2.041716 -3.993262 0.085 -0.188 0.653
C 1.857029 2.524117 -4.722845 0.063 -0.122 0.368
C 1.694236 2.957179 -6.045601 -0.095 0.038 -0.174
C 0.452914 2.920099 -6.600312 0.149 0.048 -0.016
C -0.657787 2.438170 -5.870905 0.044 -0.052 0.125
C -1.918301 2.449562 -6.503893 -0.055 -0.020 0.036
C -3.025288 1.996818 -5.853488 0.034 0.041 -0.096
C -2.889085 1.490641 -4.556319 0.113 -0.028 -0.032
C -1.685015 1.438668 -3.886418 0.044 -0.063 0.028
P -1.819345 0.578493 -2.229568 -0.947 0.368 -0.634
C -2.715907 -0.890238 -2.907985 0.352 -0.221 0.100
C -1.965476 -1.684228 -3.778086 -0.037 0.004 0.060
C -2.483390 -2.853871 -4.306975 0.068 -0.006 -0.030
C -3.769861 -3.253628 -3.969373 -0.063 -0.050 0.051
C -4.534708 -2.456673 -3.130929 -0.012 0.009 -0.069
C -4.013874 -1.280866 -2.602454 0.008 -0.057 -0.026
C -3.215749 1.559242 -1.563273 0.122 -0.010 0.203
C -3.441948 2.883826 -1.931357 -0.001 -0.036 0.160
C -4.445598 3.613070 -1.314927 -0.013 0.068 -0.069
C -5.245683 3.025886 -0.347950 -0.029 0.016 0.114
C -5.023588 1.712485 0.027227 0.100 -0.020 0.125
C -3.993308 0.993005 -0.555050 0.108 0.113 0.083
C -0.512716 1.950374 -4.526248 -0.106 0.032 -0.206
H 2.830543 2.579279 -4.253540 0.022 0.013 -0.079
H 2.546885 3.322728 -6.601332 0.001 0.014 0.003
H 0.289084 3.264894 -7.613782 -0.008 -0.001 0.000
H -1.979620 2.829694 -7.516192 -0.006 0.002 -0.003
H -3.996258 2.008795 -6.330592 -0.009 0.002 0.016
H -3.777892 1.118764 -4.064692 0.008 -0.018 -0.019
H -0.960522 -1.365486 -4.042142 0.010 -0.064 -0.044
H -1.882754 -3.459488 -4.974935 -0.004 0.010 -0.005
H -4.174579 -4.181179 -4.354449 -0.007 0.036 -0.065
H -5.554115 -2.738969 -2.896656 0.019 -0.029 0.034
H -4.630355 -0.668704 -1.957831 -0.005 -0.114 -0.141
H -2.818019 3.352749 -2.679956 -0.040 0.039 0.034
H -4.598236 4.650186 -1.585459 0.016 -0.004 -0.002
H -6.007055 3.605611 0.156823 -0.048 0.004 -0.067
H -5.611648 1.267845 0.817709 -0.018 -0.024 0.029
H -3.767517 -0.011600 -0.210883 -0.037 0.093 0.072
C -0.033063 -5.797946 -2.465512 0.036 0.104 0.087
C -0.067527 -5.018450 -1.153506 -0.035 0.018 -0.085
C -0.972305 -3.798107 -1.270247 0.124 0.015 0.363
S -0.904177 -2.845605 0.282676 -0.273 -1.033 -0.203
O -1.391478 -1.456867 -0.081017 -0.133 0.576 0.251
C -2.324802 -3.682582 1.088066 0.151 0.370 -0.055
C -3.669454 -3.182884 0.587016 -0.049 -0.058 0.095
C -4.812424 -3.781567 1.405115 0.151 0.039 -0.106
H 0.635097 -6.654874 -2.388019 -0.029 -0.028 -0.034
H 0.326532 -5.159045 -3.274377 0.004 -0.029 -0.029
H -1.028112 -6.153878 -2.737336 0.009 -0.028 -0.010
H 0.938346 -4.687195 -0.883706 0.006 -0.042 0.015
H -0.419242 -5.670749 -0.348902 0.036 0.005 0.020
H -2.000551 -4.078710 -1.498277 -0.046 0.143 -0.062
H -0.618866 -3.115958 -2.039771 0.004 0.043 0.000
H -2.219192 -3.494400 2.156673 0.059 -0.034 0.005
H -2.186135 -4.752037 0.917418 0.074 -0.003 -0.018
H -3.796626 -3.428751 -0.467638 0.000 0.047 -0.048
H -3.684881 -2.095074 0.665202 -0.027 0.002 -0.037
H -4.789659 -4.871924 1.359921 -0.060 -0.005 0.034
H -5.774187 -3.442305 1.021750 -0.024 -0.016 0.037
H -4.733795 -3.479818 2.450626 -0.046 -0.033 0.015
O -2.558803 2.272505 2.091341 -0.850 -0.398 -0.159
Se -1.055374 2.694439 1.759686 -1.616 2.825 1.569
O -0.100026 1.499275 2.376073 0.185 -0.092 0.783
O -0.782265 2.433229 0.113029 -0.562 1.568 -0.228
O -0.633309 4.154423 2.209497 0.508 0.668 0.004
```
Positions in Å, forces in eV/Å.



DFT (the ωB97M-V functional and the def2-TZVPD basis) results for a cluster of 10 separate species, C36H64Br18F4N2O5S2 in total.

SMILES string = CC(C)C[C@@]1(F)OS(=O)(=O)C[C@H](CCOCC(F)(F)F)[C@H]1CCCCSc1nnco1.BrCCBr.BrCCBr.BrCCBr.BrCCBr.BrCCBr.BrCCBr.BrCCBr.BrCCBr.BrCCBr
HOMO = -8.9 eV
Gap between HOMO and LUMO = 8.78 eV
Lowest unoccupied orbital energy = -0.11 eV

Structure (XYZ):
```
131
Properties=species:S:1:pos:R:3:forces:R:3
C -0.599998 -1.449423 3.172092 -0.785 0.639 0.478
C -0.900496 -0.734684 1.725774 -1.011 0.002 0.373
C -2.562395 -0.686303 1.575759 0.763 -1.004 -0.526
C -0.343150 -1.554123 0.420043 -0.202 -0.561 0.547
C 1.288378 -1.604789 0.272085 -1.270 0.409 0.153
F 1.754795 -2.717626 1.177673 -0.588 2.607 -1.833
O 1.596651 -2.013229 -1.120388 2.195 -0.150 2.474
S 3.253129 -2.389061 -1.306795 2.459 -4.683 -7.035
O 3.491255 -3.948781 -1.321672 -1.415 5.768 1.590
O 3.644705 -1.918681 -2.761926 -1.874 -0.358 5.409
C 4.398921 -1.504751 -0.111023 0.848 0.228 1.476
C 3.650922 -0.424749 0.882223 0.222 0.744 0.363
C 3.954023 -0.810763 2.446576 1.375 -0.186 0.748
C 3.392046 0.262748 3.550751 -1.411 0.515 -2.005
O 4.267785 0.483005 4.711792 -3.367 -0.218 0.565
C 3.356288 0.772046 5.845115 1.599 0.144 1.101
C 2.633894 2.253559 5.760088 -0.957 1.172 1.495
F 2.201872 2.568950 7.172680 1.182 -0.756 -4.431
F 1.371563 2.260895 4.956373 4.233 0.381 2.323
F 3.555945 3.356111 5.369975 -3.541 -3.769 1.064
C 2.057876 -0.180923 0.530831 1.359 0.410 0.138
C 2.024220 0.845942 -0.782928 -0.511 0.311 1.298
C 0.507489 1.452108 -0.919772 0.928 0.767 -0.670
C 0.567656 2.878384 -1.756779 -0.612 -0.454 0.469
C 0.573971 4.202797 -0.773991 -1.432 0.321 -0.593
S 2.293277 4.667929 -0.139512 -0.776 0.527 2.045
C 2.140881 5.476231 1.580262 0.734 3.574 5.384
N 3.145585 6.408491 2.264788 -4.677 -3.073 -0.360
N 2.665344 6.744525 3.551487 -4.747 -3.332 -1.198
C 1.312900 6.097248 3.806733 5.772 1.204 -4.363
O 1.051349 5.356507 2.562396 1.470 0.651 0.261
H -0.982404 -2.570237 3.187430 1.086 2.264 -0.196
H -1.279303 -0.879684 3.971310 1.480 -1.172 -1.691
H 0.502408 -1.337178 3.556638 -2.030 -0.487 -0.964
H -0.550521 0.383938 1.768015 -0.397 -2.250 -0.200
H -3.027427 0.317280 1.967464 0.933 -2.087 -0.810
H -2.819096 -0.898283 0.432224 0.261 0.754 2.512
H -2.954357 -1.614494 2.180123 0.459 1.958 -1.139
H -0.873290 -1.117168 -0.530159 1.449 -0.808 1.711
H -0.718214 -2.677309 0.534874 0.946 2.351 -0.339
H 5.249338 -1.006821 -0.773345 -2.234 -1.114 1.084
H 4.932648 -2.360311 0.527337 -1.506 1.689 -1.504
H 4.185360 0.623495 0.681227 -1.184 -2.286 0.533
H 5.140623 -0.815788 2.562148 -2.423 0.065 -0.257
H 3.606059 -1.895458 2.745816 0.505 2.182 -0.835
H 2.298980 -0.081815 3.879896 2.413 0.652 -0.489
H 3.231835 1.315758 3.019915 0.419 -2.064 0.996
H 4.057834 0.815969 6.809903 -1.580 0.215 -2.187
H 2.590094 -0.107925 6.050009 1.240 2.173 -0.745
H 1.600437 0.462743 1.422958 0.850 -1.809 -1.832
H 2.722742 1.754692 -0.476057 -1.399 -1.935 -0.591
H 2.460152 0.365696 -1.756836 -1.065 0.846 1.793
H 0.081264 1.716275 0.154714 0.772 -0.861 -2.275
H -0.165101 0.700324 -1.514859 1.161 1.498 1.364
H -0.449676 2.919809 -2.378074 2.400 0.248 1.197
H 1.497958 2.884793 -2.471503 -1.907 0.055 1.244
H 0.183031 5.106637 -1.448531 0.802 -1.886 1.820
H -0.097958 4.032953 0.173813 1.152 0.391 -2.037
H 0.638183 6.162659 4.782366 1.464 -0.523 -2.826
Br 6.809182 7.058048 8.613749 0.103 -0.053 -0.058
C 6.917436 6.239128 6.846955 -0.122 0.225 0.001
C 6.121081 4.956615 6.789515 -0.012 -0.029 -0.220
Br 7.072465 3.495779 7.665129 -0.088 0.048 0.294
H 7.978818 6.102069 6.622829 -0.288 -0.062 0.065
H 6.499276 6.983535 6.163117 0.013 -0.226 0.084
H 5.990375 4.629542 5.754193 0.003 0.181 0.229
H 5.141087 5.031626 7.268672 0.292 0.046 -0.084
Br 5.907500 3.627664 3.341853 0.033 -0.139 -0.280
C 7.061447 2.339408 4.243360 0.028 0.141 0.055
C 8.356248 2.144728 3.489761 0.096 -0.143 0.102
Br 8.097455 1.009724 1.924301 0.003 0.068 -0.040
H 6.483194 1.418642 4.358960 0.165 0.214 -0.069
H 7.251078 2.770639 5.230636 0.065 -0.183 -0.305
H 9.086142 1.613848 4.107314 -0.177 0.089 -0.061
H 8.798192 3.080223 3.136006 -0.199 -0.211 0.085
Br 1.214902 -1.314026 -6.904492 -0.030 -0.045 -0.010
C 2.368849 -2.602283 -6.002985 0.031 0.161 0.286
C 3.663650 -2.796963 -6.756584 0.119 -0.204 0.043
Br 3.404857 -3.931966 -8.322044 0.032 0.107 -0.016
H 1.790596 -3.523048 -5.887385 0.219 0.201 -0.111
H 2.558480 -2.171052 -5.015709 0.062 -0.111 -0.164
H 4.393545 -3.327842 -6.139031 -0.209 0.117 -0.027
H 4.105594 -1.861467 -7.110339 -0.213 -0.200 0.118
Br -5.090523 -0.167803 -6.844330 0.010 0.114 -0.166
C -3.702514 -0.865003 -8.023846 -0.142 -0.196 0.112
C -2.330023 -0.422096 -7.573931 0.177 0.012 -0.191
Br -1.992283 1.435619 -8.064538 -0.002 -0.070 0.118
H -3.952855 -0.541591 -9.037889 0.156 -0.008 0.270
H -3.796538 -1.953018 -7.960486 0.080 0.164 0.044
H -1.552320 -0.996256 -8.085271 -0.200 0.051 0.090
H -2.180981 -0.498860 -6.493421 -0.122 -0.017 -0.284
Br -9.010246 -2.472559 -5.257490 0.105 0.048 -0.067
C -8.059279 -3.241310 -6.776897 -0.286 -0.042 -0.109
C -7.142845 -4.359592 -6.338814 0.236 -0.066 -0.117
Br -5.519523 -3.659123 -5.514169 -0.081 -0.206 0.111
H -7.536037 -2.420444 -7.274840 -0.024 -0.223 0.182
H -8.842651 -3.621783 -7.438863 0.162 0.017 0.124
H -6.796747 -4.935375 -7.201740 -0.128 0.141 0.103
H -7.601104 -5.038673 -5.614621 0.036 0.249 -0.173
Br -5.832335 -5.455194 -1.220658 0.040 0.026 -0.145
C -4.444326 -6.152393 -2.400174 -0.144 -0.193 0.102
C -3.071836 -5.709486 -1.950259 0.098 -0.039 -0.200
Br -2.734096 -3.851771 -2.440866 0.008 0.000 0.115
H -4.694667 -5.828982 -3.414217 0.136 0.018 0.250
H -4.538350 -7.240408 -2.336814 0.109 0.196 0.021
H -2.294132 -6.283647 -2.461599 -0.162 0.069 0.096
H -2.922794 -5.786250 -0.869749 -0.228 -0.032 -0.353
Br -14.502384 1.179145 -7.154484 -0.012 -0.125 0.031
C -13.348438 -0.109112 -6.252977 -0.050 0.228 0.142
C -12.053637 -0.303791 -7.006577 0.162 -0.226 0.056
Br -12.312430 -1.438794 -8.572036 0.056 0.109 0.036
H -13.926691 -1.029878 -6.137377 0.224 0.196 -0.104
H -13.158807 0.322119 -5.265701 0.042 -0.094 -0.198
H -11.323742 -0.834671 -6.389023 -0.159 0.087 -0.064
H -11.611693 0.631703 -7.360331 -0.219 -0.197 0.112
Br -4.865120 5.715996 6.489489 0.128 -0.044 0.088
C -3.158218 6.235172 7.277432 -0.245 0.211 0.037
C -2.061497 6.258343 6.238689 0.226 -0.034 0.041
Br -1.459083 4.453353 5.808600 -0.025 0.070 -0.065
H -2.962551 5.542679 8.100667 0.043 0.146 -0.280
H -3.326109 7.237059 7.683224 0.100 -0.167 -0.111
H -1.174771 6.768663 6.625005 -0.196 -0.046 0.033
H -2.363691 6.726470 5.297867 -0.043 -0.120 0.280
Br 0.716420 -8.983664 0.407976 -0.002 0.072 -0.081
C 1.666199 -7.280224 0.419080 0.146 -0.160 0.054
C 0.955908 -6.264289 1.282608 0.109 0.269 0.037
Br -0.606172 -5.532816 0.371169 0.181 -0.076 0.184
H 1.772103 -6.966677 -0.623044 -0.069 0.030 0.313
H 2.654872 -7.509306 0.827345 -0.202 0.119 -0.038
H 1.601285 -5.402622 1.474889 -0.069 -0.136 -0.129
H 0.607519 -6.671569 2.235685 0.085 -0.006 -0.298
```
Positions in Å, forces in eV/Å.



no.,largest force on an atom (eV/Å),molar mass (Da)
1,5.5,1097.415
2,8.8,2183.315